Entry from the OMol25 dataset: 2 unconnected molecules or ions with the total composition C5H11O3 at a distorted geometry (ωB97M-V/def2-TZVPD).

Each line ends with the Löwdin spin population.
Geometry (Å):
C1 0.520969 2.289126 2.192740  0.054
C2 1.425456 1.509671 1.268438  0.054
O1 2.113287 2.145944 0.460918  0.082
O2 1.627675 0.306382 1.627522  0.777
H1 0.313943 1.835881 3.143349  0.003
H2 -0.418288 2.520823 1.682721  0.004
H3 0.982311 3.231798 2.470716  0.009
C3 -0.533216 -1.074057 -0.533067  0.002
C4 -0.702323 -0.076151 -1.683930  0.000
C5 -0.982438 -2.451045 -1.053299  0.003
O3 0.820891 -1.318610 -0.243123  0.012
H4 -1.041771 -0.780997 0.424471  0.000
H5 -1.594775 0.522669 -1.613435  0.000
H6 -0.114384 -2.772382 -1.710924  0.000
H7 -1.265839 -3.348678 -0.507449  0.000
H8 -1.762290 -2.195186 -1.823700  0.000
H9 1.253991 -0.607738 0.277340  0.001
H10 -0.731145 -0.493519 -2.703992  0.000
H11 0.087938 0.756075 -1.675293  0.000

Forces on atoms 1 to 6 (eV/Å):
-1.02 0.21 0.12
1.66 4.26 0.29
-0.93 -1.98 0.20
0.31 -0.87 0.29
-0.30 -0.75 0.29
0.07 -0.16 0.05

The spin multiplicity is 2. Its total charge is 0. The calculation puts the relative energy (zero: lowest compared OMol25 entry of this formula, charge and spin) at 151.9 kJ/mol. The expectation value of S² is 0.754. As for the gap between HOMO and LUMO (spin up / spin down): 10.730 / 6.028 eV. The lowest unoccupied orbital energy (spin up / spin down) is 0.62 / -4.07 eV. The calculation puts the HOMO energy (spin up / spin down) at -10.11 / -10.09 eV.

***

Entry from the OMol25 dataset: a single C4H6S2 molecule at a distorted geometry (ωB97M-V/def2-TZVPD).

Each line ends with the Löwdin charge.
Geometry (Å):
C1 0.071651 0.720170 1.287301  -0.583
C2 1.261560 0.659191 0.324631  -0.558
C3 -0.220749 -1.142528 -0.965194  -0.577
C4 -1.257932 -0.392741 -0.778683  -0.500
H1 0.046553 -0.233742 1.812471  0.072
H2 0.270972 1.531675 2.039232  0.097
H3 1.144188 1.491530 -0.337672  0.064
H4 2.202058 0.847760 0.887772  0.084
H5 -0.306641 -2.156679 -1.425956  0.081
H6 -2.254778 -0.787858 -1.033554  0.070
S1 1.393470 -0.961814 -0.428786  0.893
S2 -1.407815 0.976986 0.356872  0.856

Forces on atoms 1 to 6 (eV/Å):
1.27 0.12 0.79
0.86 0.24 1.41
1.32 -2.78 -0.82
-2.80 0.95 1.20
-0.27 0.08 0.24
-0.67 -0.60 -0.80

The spin multiplicity is 1. Its total charge is 0. The calculation puts the relative energy (zero: lowest compared OMol25 entry of this formula, charge and spin) at 39.1 kJ/mol. As for the gap between HOMO and LUMO: 8.689 eV. The lowest unoccupied orbital energy is 0.78 eV. The calculation puts the HOMO energy at -7.91 eV.

***

Entry from the OMol25 dataset: a single C6H4O molecule (ωB97M-V/def2-TZVPD).

Each line ends with the Löwdin charge.
Geometry (Å):
C1 2.222539 0.230878 1.369942  -0.089
C2 0.950693 -0.021298 0.698724  -0.043
C3 -0.134042 -0.235529 0.212613  0.060
C4 -1.511113 -0.515690 -0.153732  -0.449
O1 -2.259944 -1.096128 0.606149  0.111
C5 -1.985503 -0.054245 -1.454022  -0.034
C6 -2.473634 0.307011 -2.494834  0.152
H1 2.695308 -0.711904 1.663310  0.086
H2 2.037763 0.811768 2.279761  0.087
H3 2.921250 0.789579 0.741934  0.081
H4 -2.923621 0.621166 -3.411899  0.039

Forces on atoms 1 to 6 (eV/Å):
0.05 0.03 0.03
-0.50 -0.08 -0.21
0.46 0.10 0.31
-0.21 -0.16 0.26
0.28 0.18 -0.32
-0.27 0.19 -0.53

The spin multiplicity is 1. Its total charge is 0. The calculation puts the relative energy (zero: lowest compared OMol25 entry of this formula, charge and spin) at 224.0 kJ/mol. As for the gap between HOMO and LUMO: 9.915 eV. The lowest unoccupied orbital energy is -0.26 eV. The calculation puts the HOMO energy at -10.18 eV.

***

Entry from the OMol25 dataset: 2 unconnected molecules or ions with the total composition C2H4N2 at a distorted geometry (ωB97M-V/def2-TZVPD).

Each line ends with the Löwdin charge.
Geometry (Å):
C1 -0.672567 -1.525000 -2.707950  -0.085
C2 0.215134 0.091248 1.015549  -0.191
N1 0.801272 0.844868 0.218219  -0.008
N2 -1.215815 -1.059670 -1.814366  0.056
H1 0.431714 1.870174 0.154210  0.081
H2 -0.360070 -1.564586 -3.738427  0.055
H3 -0.644243 0.275211 1.515814  0.018
H4 0.628852 -0.949140 1.120520  0.074

Forces on atoms 1 to 6 (eV/Å):
-0.35 1.04 -1.06
2.32 -2.33 -1.19
0.56 3.06 -0.85
0.01 -0.44 0.63
0.30 -2.46 0.28
0.29 -0.61 0.43

The spin multiplicity is 1. Its total charge is 0. The calculation puts the relative energy (zero: lowest compared OMol25 entry of this formula, charge and spin) at 207.9 kJ/mol. As for the gap between HOMO and LUMO: 10.871 eV. The lowest unoccupied orbital energy is 1.21 eV. The calculation puts the HOMO energy at -9.66 eV.

***

Entry from the OMol25 dataset: a single C6H9NO molecule at a distorted geometry (ωB97M-V/def2-TZVPD).

Each line ends with the Löwdin charge.
Geometry (Å):
C1 -0.077340 0.018028 -0.011167  -0.460
C2 -0.444763 -1.083807 -1.000890  -0.047
C3 -0.171479 1.441209 -0.554570  -0.040
C4 1.049020 -0.236333 0.880891  -0.408
N1 2.097619 -0.259586 -0.324900  0.085
C5 -1.347101 -0.055446 1.177505  -0.040
C6 -2.295673 -0.118796 1.919250  0.080
O1 1.302790 -0.520867 1.994016  0.163
H1 2.348387 0.579547 -0.825024  0.058
H2 2.878871 -0.848453 -0.067791  0.066
H3 -1.487618 -0.963223 -1.284139  0.087
H4 0.167490 -0.999267 -1.897099  0.081
H5 -0.318754 -2.067721 -0.553705  0.096
H6 0.129294 2.168197 0.197218  0.097
H7 -1.206052 1.643428 -0.821002  0.092
H8 0.468901 1.545200 -1.428714  0.080
H9 -3.093591 -0.242111 2.600120  0.011

Forces on atoms 1 to 6 (eV/Å):
-6.21 0.14 4.25
0.17 0.19 -0.11
0.36 -0.17 0.01
4.00 0.18 -4.68
-0.13 -1.06 2.70
1.27 0.28 -2.17

The spin multiplicity is 1. Its total charge is 0. The calculation puts the relative energy (zero: lowest compared OMol25 entry of this formula, charge and spin) at 343.8 kJ/mol. As for the gap between HOMO and LUMO: 10.629 eV. The lowest unoccupied orbital energy is 0.79 eV. The calculation puts the HOMO energy at -9.84 eV.

***

Entry from the OMol25 dataset: 2 unconnected molecules or ions with the total composition C3H7O2S (ωB97M-V/def2-TZVPD).

Each line ends with the Löwdin charge.
Geometry (Å):
C1 -0.520908 -0.556748 1.181282  -0.415
S1 -0.682741 -2.233986 0.465805  0.670
C2 -0.774811 -1.790577 -1.286461  -0.454
H1 -1.291389 -0.470619 1.940798  0.017
H2 -0.683746 0.168716 0.385819  0.002
H3 0.500094 -0.345020 1.487296  0.026
H4 -1.010560 -2.684569 -1.874872  0.019
H5 -1.582190 -1.069497 -1.412591  0.031
H6 0.156397 -1.369123 -1.636921  0.030
O1 1.817436 3.782193 0.057420  -0.149
C3 1.456050 2.594002 0.172803  -0.711
O2 0.468428 2.001868 -0.304427  -0.148
H7 2.147934 1.973359 0.824044  0.082

Forces on atoms 1 to 6 (eV/Å):
-0.06 -0.33 -0.78
0.10 0.11 -0.02
-0.35 -0.20 0.04
0.29 0.21 0.27
-0.17 0.11 0.06
-0.13 -0.16 0.44

The spin multiplicity is 1. Its total charge is -1. The calculation puts the relative energy (zero: lowest compared OMol25 entry of this formula, charge and spin) at 63.3 kJ/mol. As for the gap between HOMO and LUMO: 7.190 eV. The lowest unoccupied orbital energy is 3.15 eV. The calculation puts the HOMO energy at -4.04 eV.

***

Entry from the OMol25 dataset: 2 unconnected molecules or ions with the total composition CH4N2O at a distorted geometry (ωB97M-V/def2-TZVPD).

Each line ends with the Löwdin charge.
Geometry (Å):
N1 0.909999 -1.415336 -0.661336  -0.003
C1 -0.829389 1.469093 0.515370  -0.156
O1 0.320904 -0.300447 -0.240389  -0.298
N2 -1.178155 0.317752 0.754738  0.092
H1 0.390766 -1.923495 -1.371178  0.096
H2 1.338848 -1.966712 0.076187  0.095
H3 -1.108504 2.385144 1.027541  0.075
H4 0.155529 1.434001 -0.100934  0.099

Forces on atoms 1 to 6 (eV/Å):
-0.77 0.26 0.50
2.21 0.14 -0.15
1.26 -0.34 -0.92
-0.87 -0.67 0.35
0.06 -0.04 0.20
-0.20 -0.05 -0.12

The spin multiplicity is 1. Its total charge is 0. The calculation puts the relative energy (zero: lowest compared OMol25 entry of this formula, charge and spin) at 616.2 kJ/mol. As for the gap between HOMO and LUMO (spin up / spin down): 9.484 / 9.008 eV. The lowest unoccupied orbital energy (spin up / spin down) is 0.49 / 0.30 eV. The calculation puts the HOMO energy (spin up / spin down) at -9.00 / -8.71 eV.

***

Question: Among the records above, which one has the lowest relative energy (zero: lowest compared OMol25 entry of this formula, charge and spin)?
Answer: C4H6S2